(1)
Formula: C5H12NOPS
Source: the Open Molecules 2025 dataset
Level of theory: the ωB97M-V functional and the def2-TZVPD basis

XYZ file:
```
21
Properties=species:S:1:pos:R:3:forces:R:3:lowdin_charge:R:1
C -2.802826 -0.797532 -0.541996 1.5 1.3 0.5 -0.097
C -2.280808 0.610325 -1.024773 -0.3 -2.3 -0.8 -0.331
N -0.843351 0.633395 -1.274792 3.3 1.6 4.5 -0.047
C 0.164063 0.793860 0.077642 -3.3 0.6 -3.4 -0.781
S -0.157005 1.853733 1.234845 -0.3 -0.1 -0.1 0.727
P 1.583313 -0.351512 -0.032792 0.5 1.1 -1.0 0.508
C 2.428901 0.038490 1.489720 2.7 2.4 1.0 -0.242
C 2.562361 0.109007 -1.563823 -1.8 3.0 0.4 -0.144
O 1.055761 -1.725245 -0.119939 0.0 -0.5 -0.2 -0.348
H -2.413727 -0.809130 0.517941 -0.4 -0.9 -1.0 0.070
H -3.920907 -0.720640 -0.491051 1.0 -0.7 -0.4 0.074
H -2.270487 -1.552770 -1.243747 -1.5 0.8 1.5 0.101
H -2.803171 0.742339 -1.973424 0.3 0.7 -0.1 0.098
H -2.575467 1.362834 -0.312670 0.2 0.5 0.1 0.074
H -0.336041 -0.125674 -1.675526 -0.9 -1.1 -0.8 0.036
H 1.975618 -0.662820 2.180198 -0.3 0.4 0.5 0.040
H 3.591157 -0.082634 1.662969 -2.3 -0.1 -1.1 0.094
H 2.250246 1.199796 1.724062 0.1 -2.8 -0.2 0.047
H 3.019698 -0.789971 -1.670558 1.5 -2.8 -1.0 -0.010
H 1.950648 0.404739 -2.470377 0.4 -0.7 1.2 0.074
H 3.345021 0.884843 -1.499802 -0.5 -0.2 0.5 0.057
```
Forces are in eV/Å.

## Properties
* maximum force: 5.85 eV/Å
* spin multiplicity: 1
* E_tot: -29039.666 eV

(2)
Formula: C15H28N5O4PRbS2Se2
Source: the Open Molecules 2025 dataset
Level of theory: the ωB97M-V functional and the def2-TZVPD basis

XYZ file:
```
58
Properties=species:S:1:pos:R:3:forces:R:3:lowdin_charge:R:1
Rb 0.280490 -0.777888 0.752210 0.7 0.6 0.5 0.827
C -2.928125 4.962160 -1.836366 0.0 0.0 0.0 -0.457
S -1.448464 4.619872 -0.865354 0.0 0.0 0.0 0.783
C -1.822455 3.060645 -0.068307 0.0 0.0 0.0 -1.146
S -2.891510 1.904182 -0.755717 0.0 0.0 0.0 0.543
N -1.143783 2.938787 1.023941 0.0 0.0 0.0 -0.118
N -1.110755 1.664022 1.537651 -0.1 0.0 0.1 -0.088
C -1.337524 1.545577 2.779124 0.0 0.0 0.0 -0.118
C -1.151090 0.227612 3.436584 -0.1 0.0 0.1 -0.307
C -0.542725 0.176264 4.689156 0.0 0.0 0.0 -0.021
C -0.258232 -1.056428 5.248863 0.0 0.0 0.0 -0.060
C -0.612058 -2.203106 4.556477 0.0 0.0 0.0 -0.053
C -1.255016 -2.057602 3.336630 -0.1 0.0 0.1 -0.160
N -1.521286 -0.877889 2.781341 -0.2 0.0 0.4 -0.001
H -2.626812 5.532028 -2.714070 0.0 0.0 0.0 0.020
H -3.649879 5.537396 -1.258894 0.0 0.0 0.0 0.025
H -3.367175 4.014498 -2.144816 0.0 0.0 0.0 -0.030
H -1.595680 2.406230 3.398984 0.0 0.0 0.0 0.125
H -0.266720 1.095284 5.189914 0.0 0.0 0.0 0.114
H 0.246559 -1.121548 6.204169 0.0 0.0 0.0 0.108
H -0.393486 -3.187868 4.944874 0.0 0.0 0.0 0.106
H -1.570288 -2.928528 2.771459 0.0 0.0 0.0 0.119
O 7.340980 -1.514011 -0.101254 0.0 0.0 0.0 -0.066
C 6.368805 -0.479107 0.078395 0.0 0.1 0.0 -0.222
C 4.973535 -0.989542 -0.288558 0.1 0.1 0.0 -0.564
C 4.006627 0.143536 0.070545 -0.1 -0.1 0.1 -0.298
O 3.885166 0.338417 1.480481 0.0 0.0 0.0 -0.102
C 4.680656 -2.232587 0.568682 0.1 0.0 0.0 -0.576
Se 2.795894 -2.826248 0.667674 0.2 -0.2 0.0 0.404
C 4.963797 -1.354173 -1.798892 -0.1 0.0 -0.1 -0.551
Se 3.876472 -0.315648 -3.100833 -0.1 0.0 0.0 0.424
H 8.190680 -1.171807 0.186176 0.0 0.0 0.0 0.078
H 6.606386 0.374945 -0.569359 0.0 0.0 0.0 0.128
H 6.363459 -0.138352 1.118890 0.0 0.0 0.0 0.122
H 3.027372 -0.082371 -0.346939 0.0 0.0 -0.2 0.038
H 4.341701 1.085709 -0.363035 0.0 0.0 0.0 0.113
H 3.479573 -0.477335 1.813217 0.0 0.0 0.0 0.017
H 5.002510 -2.042300 1.594051 0.0 0.0 0.0 0.052
H 5.284494 -3.061982 0.207250 0.0 0.0 0.0 0.050
H 4.672844 -2.401431 -1.893877 0.0 0.0 0.0 0.034
H 5.980745 -1.288492 -2.178178 0.0 -0.1 0.0 0.035
N 1.935965 -2.748372 -2.564378 0.0 0.1 -0.1 0.025
C 0.682351 -2.605567 -3.334944 0.0 0.0 0.0 -0.226
P -0.584161 -1.599190 -2.474133 -0.1 -0.1 -0.2 0.371
O -1.749997 -1.473226 -3.410127 0.1 0.0 -0.1 -0.350
O -0.689962 -2.125016 -1.081956 -0.3 -0.4 -0.9 -0.546
C 0.111176 0.142103 -2.483267 0.0 -0.1 0.0 -0.216
N -0.973652 0.995614 -3.045486 0.0 0.0 0.0 0.074
H 2.474913 -3.566282 -2.834068 0.0 0.0 0.0 0.137
H 1.854932 -2.770319 -1.522064 0.0 -0.1 0.1 -0.028
H 2.549066 -1.870846 -2.784538 0.2 0.0 0.0 -0.077
H 0.211773 -3.573961 -3.504842 0.0 0.0 0.0 0.100
H 0.938187 -2.161635 -4.298070 -0.1 0.0 0.0 0.097
H 1.003153 0.196123 -3.107006 0.0 0.0 0.0 0.040
H 0.391492 0.512949 -1.500156 -0.1 0.2 -0.2 0.041
H -1.588389 1.409693 -2.282656 0.0 0.0 0.0 -0.022
H -1.586340 0.328385 -3.565560 0.0 0.0 0.0 0.105
H -0.624088 1.742226 -3.637238 0.0 0.0 0.0 0.150
```
Forces are in eV/Å.

## Properties
* maximum force: 1.02 eV/Å
* spin multiplicity: 1
* E_tot: -193960.173 eV
* total charge: -1

(3)
Formula: C10H14N2O
Source: the Open Molecules 2025 dataset
Level of theory: the ωB97M-V functional and the def2-TZVPD basis

XYZ file:
```
27
Properties=species:S:1:pos:R:3:forces:R:3:lowdin_charge:R:1
C 2.569819 -0.409544 0.583992 -0.9 1.6 0.3 -0.072
C 1.162897 -0.588268 0.093424 -1.8 -3.3 -1.8 -0.527
C 0.834832 0.235353 -1.220593 3.3 1.1 -0.5 -0.041
C 0.969230 -2.157503 -0.286628 1.4 1.8 3.0 -0.027
C 0.073821 -0.325354 1.171491 3.1 -2.1 4.0 -0.160
N -0.711007 0.722376 0.783195 -3.1 0.4 -1.2 -0.101
C -0.474155 2.014986 0.856436 1.1 3.7 0.7 -0.164
C -1.361995 2.694169 0.109559 -1.7 2.0 -2.2 -0.109
C -2.270259 1.794293 -0.581129 2.8 -1.8 1.3 0.012
C -1.750725 0.577451 -0.165466 -0.7 -1.4 1.5 -0.261
N -2.169581 -0.764527 -0.355253 1.3 2.3 -0.4 0.221
C -3.061652 -1.536298 -0.443397 0.6 0.4 0.7 -0.317
O -3.795671 -2.420660 -0.416607 -1.6 -1.4 -0.4 0.178
H 2.453049 0.579959 1.051920 1.3 0.3 -0.4 0.081
H 3.200235 -0.468994 -0.314869 0.4 0.2 0.9 0.089
H 2.838074 -1.048902 1.427532 0.0 -0.4 -0.5 0.088
H 1.812566 0.203848 -1.870442 -1.9 -0.1 0.9 0.118
H -0.009587 -0.002090 -1.832574 -0.3 -1.3 -0.2 0.060
H 0.615953 1.321812 -1.136292 0.7 -0.4 0.7 0.078
H 1.816241 -2.596816 -0.800210 0.2 0.0 0.0 0.073
H 0.158204 -2.046331 -0.906283 -2.2 -1.0 -1.3 0.018
H 0.766212 -2.627156 0.732587 0.2 0.0 -1.7 0.100
H 0.701031 -0.183111 2.198317 -1.5 0.8 -2.1 0.174
H -0.575996 -1.131668 1.627860 0.7 0.2 -1.6 0.139
H 0.356753 2.631639 1.263580 -0.4 -1.6 0.3 0.148
H -1.291187 3.773811 -0.101159 -0.1 -0.7 0.4 0.104
H -2.857104 1.757538 -1.468993 -0.7 0.9 -0.1 0.098
```
Forces are in eV/Å.

## Properties
* maximum force: 5.44 eV/Å
* spin multiplicity: 1
* E_tot: -15622.043 eV

The calculation returns the following ΔE to the lowest compared entry with this formula, charge and spin values, one per record and in order: 39.1; 4.6; 75.1 kcal/mol.